{
  "formula": "C4H7NO",
  "method": "ωB97M-V with the def2-TZVPD basis set",
  "smiles": "CC=C=O.C=N",
  "charge": 0,
  "gap_ev": 9.5,
  "relative_energy_ev": 2.4586,
  "homo_ev": -8.70,
  "elements": ["C", "C", "O", "C", "C", "N", "H", "H", "H", "H", "H", "H", "H"],
  "xyz": [[-0.018, 2.396, -0.794], [0.107, 0.565, 0.887], [0.338, 0.198, 1.977], [-0.151, 0.965, -0.336], [0.400, -2.630, 0.318], [-0.760, -2.224, 0.000], [-0.998, 2.839, -1.006], [0.581, 2.454, -1.709], [0.472, 3.017, -0.039], [-0.499, 0.182, -1.003], [0.726, -2.858, 1.340], [1.147, -2.759, -0.469], [-1.346, -2.144, 0.835]],
  "lowdin_charge": [-0.109, -0.237, 0.134, -0.162, -0.136, 0.020, 0.070, 0.070, 0.075, 0.093, 0.071, 0.063, 0.049]
}